Record 1
This record from the OMol25 dataset describes a molecular structure, C45H54BaN7O4S3 at a distorted geometry. The level of theory is ωB97M-V with the def2-TZVPD basis set.

The geometry in ORCA input format:
```
! wB97M-V def2-TZVPD RIJCOSX def2/J DEFGRID3
* xyz -1 1
Ba -0.873 -0.176 -0.077
N 0.104 -2.035 -2.208
C 0.775 -1.228 -3.238
C 1.339 0.096 -2.694
O 2.153 0.701 -3.393
O 0.871 0.465 -1.568
H 0.778 -2.505 -1.612
H -0.451 -2.765 -2.637
H 0.030 -0.950 -3.987
H 1.582 -1.752 -3.759
S -0.444 -2.892 1.537
C 1.260 -3.152 1.436
N 1.781 -4.340 1.528
N 3.135 -4.486 1.510
C 3.684 -5.739 1.334
C 2.902 -6.898 1.325
C 3.509 -8.134 1.173
C 4.885 -8.252 1.024
C 5.659 -7.098 1.030
C 5.071 -5.855 1.184
N 2.203 -2.097 1.257
N 1.757 -0.970 1.012
C 2.759 0.012 0.823
C 4.066 -0.275 0.452
C 4.973 0.759 0.292
C 4.582 2.075 0.504
C 3.271 2.359 0.857
C 2.359 1.328 0.998
H 3.695 -3.676 1.292
H 1.832 -6.804 1.434
H 2.889 -9.023 1.167
H 5.346 -9.224 0.903
H 6.733 -7.164 0.911
H 5.682 -4.959 1.189
H 4.354 -1.302 0.270
H 5.988 0.540 -0.014
H 5.295 2.879 0.371
H 2.955 3.386 0.999
H 1.325 1.529 1.252
O -1.477 2.121 0.618
S -2.376 3.072 -0.139
C -2.415 4.548 0.942
C -1.098 4.749 1.668
C -1.104 4.035 3.014
C 0.285 3.580 3.404
S 0.199 2.662 4.968
O -0.894 1.663 4.817
C 1.735 1.787 4.677
C 1.665 0.435 4.383
C 2.840 -0.259 4.123
C 4.059 0.402 4.155
C 4.116 1.756 4.468
C 2.950 2.455 4.741
C -1.383 3.813 -1.432
C -1.988 4.724 -2.286
C -1.266 5.229 -3.355
C 0.041 4.806 -3.574
C 0.629 3.885 -2.720
C -0.083 3.392 -1.635
H -3.233 4.385 1.648
H -2.695 5.380 0.295
H -0.916 5.815 1.813
H -0.282 4.376 1.041
H -1.731 3.147 2.954
H -1.536 4.683 3.785
H 0.990 4.400 3.561
H 0.681 2.908 2.645
H 0.696 -0.049 4.343
H 2.794 -1.313 3.875
H 4.970 -0.139 3.933
H 5.069 2.268 4.496
H 2.985 3.510 4.991
H -3.027 5.002 -2.147
H -1.734 5.928 -4.038
H 0.589 5.174 -4.432
H 1.621 3.495 -2.912
H 0.359 2.626 -1.014
C -3.165 -3.511 -0.686
N -3.555 -2.110 -0.775
C -4.020 -1.837 -2.129
C -4.611 -1.802 0.181
C -4.135 -1.671 1.620
N -3.350 -0.472 1.888
C -2.738 -0.559 3.210
C -4.164 0.731 1.815
H -4.013 -4.175 -0.933
H -2.790 -3.760 0.305
H -2.354 -3.709 -1.387
H -4.880 -2.477 -2.394
H -3.214 -2.024 -2.839
H -4.292 -0.788 -2.227
H -5.398 -2.578 0.147
H -5.083 -0.870 -0.135
H -3.517 -2.533 1.883
H -5.021 -1.698 2.281
H -3.501 -0.593 4.007
H -2.104 0.310 3.387
H -2.117 -1.452 3.271
H -5.025 0.679 2.505
H -4.532 0.900 0.803
H -3.553 1.588 2.096
C -2.401 1.025 -2.086
C -2.412 1.013 -3.313
C -2.312 0.954 -4.741
C -3.420 0.657 -5.543
C -3.302 0.588 -6.923
C -2.076 0.811 -7.535
C -0.967 1.104 -6.751
C -1.079 1.177 -5.372
H -4.375 0.482 -5.064
H -4.174 0.356 -7.524
H -1.985 0.752 -8.613
H -0.002 1.271 -7.215
H -0.210 1.395 -4.761
*
```

* energy above the lowest of the compared OMol25 structures with the same formula, charge and spin: 0.681 eV


Record 2
This record from the OMol25 dataset describes a molecular structure, C45H54BiN14O6S. The level of theory is ωB97M-V with the def2-TZVPD basis set.

The geometry in ORCA input format:
```
! wB97M-V def2-TZVPD RIJCOSX def2/J DEFGRID3
* xyz 1 1
Bi 0.081 1.571 -0.445
C -0.256 0.842 4.709
N -0.488 -0.326 3.886
C -0.988 -1.472 4.632
C -0.504 -0.306 2.518
N -0.755 0.750 1.780
C -1.478 1.863 2.263
C -2.674 1.734 2.970
C -3.385 2.848 3.383
C -2.911 4.117 3.080
C -1.743 4.259 2.349
C -1.014 3.146 1.937
N 0.135 3.276 1.108
C 0.984 4.288 1.296
N 1.548 4.979 0.291
C 0.837 5.317 -0.930
C 2.932 5.423 0.340
N 1.395 4.631 2.547
C 1.387 3.675 3.634
C 1.581 6.018 2.941
N -0.134 -1.501 1.963
C -0.593 -1.897 0.644
C 1.066 -2.160 2.473
H -1.185 1.272 5.090
H 0.267 1.595 4.137
H 0.366 0.547 5.557
H -1.836 -1.157 5.247
H -0.220 -1.872 5.297
H -1.324 -2.252 3.957
H -3.052 0.739 3.179
H -4.313 2.725 3.925
H -3.464 4.995 3.388
H -1.407 5.248 2.060
H -0.134 4.840 -0.927
H 1.397 4.982 -1.802
H 0.709 6.403 -0.977
H 3.007 6.512 0.373
H 3.440 5.072 -0.561
H 3.436 4.998 1.204
H 1.527 2.679 3.221
H 0.455 3.708 4.206
H 2.217 3.903 4.304
H 1.320 6.685 2.124
H 2.611 6.213 3.245
H 0.925 6.240 3.787
H -1.617 -1.571 0.511
H -0.563 -2.984 0.584
H 0.005 -1.480 -0.175
H 0.937 -2.542 3.485
H 1.922 -1.479 2.473
H 1.293 -3.006 1.828
C -4.558 -1.170 -3.262
N -3.813 -0.526 -2.196
C -2.502 -0.321 -2.065
N -2.264 0.278 -0.908
C -3.507 0.422 -0.372
N -4.467 -0.058 -1.118
C -4.850 -2.636 -3.011
C -6.149 -3.094 -3.178
C -6.462 -4.430 -2.975
C -5.479 -5.324 -2.601
C -4.169 -4.874 -2.431
C -3.856 -3.532 -2.631
C -3.154 -5.855 -2.062
N -3.344 -7.110 -1.823
N -2.111 -7.663 -1.582
C -1.249 -6.705 -1.666
O -1.843 -5.520 -1.958
C 0.200 -6.812 -1.542
C 0.759 -8.052 -1.244
C 2.137 -8.180 -1.193
C 2.951 -7.082 -1.432
C 2.394 -5.839 -1.711
C 3.311 -4.661 -1.964
N 2.579 -3.427 -2.131
C 2.084 -2.641 -1.168
N 1.339 -1.689 -1.688
C 1.417 -1.950 -3.022
N 2.153 -2.996 -3.332
C 1.017 -5.708 -1.765
H -4.005 -1.028 -4.191
H -5.496 -0.626 -3.334
H -1.764 -0.568 -2.811
H -3.682 0.898 0.579
H -6.926 -2.397 -3.470
H -7.479 -4.773 -3.109
H -5.696 -6.371 -2.441
H -2.831 -3.201 -2.509
H 0.105 -8.898 -1.083
H 2.581 -9.143 -0.977
H 4.030 -7.191 -1.394
H 3.901 -4.828 -2.864
H 3.997 -4.533 -1.126
H 2.287 -2.778 -0.117
H 0.928 -1.349 -3.771
H 0.556 -4.759 -2.011
C 3.919 1.265 2.362
C 3.174 1.440 1.055
O 1.996 1.034 1.047
C 3.857 2.010 -0.078
C 5.272 2.123 -0.043
C 5.997 2.567 -1.111
C 5.320 2.913 -2.296
C 3.957 2.845 -2.366
C 3.166 2.449 -1.252
O 1.883 2.592 -1.358
H 3.214 0.928 3.120
H 4.378 2.202 2.678
H 4.708 0.518 2.266
H 5.800 1.825 0.852
H 7.074 2.638 -1.055
H 5.887 3.240 -3.159
H 3.420 3.103 -3.270
C -1.640 4.714 -3.199
S -1.835 3.056 -2.579
O -3.205 2.692 -2.814
O -0.810 2.215 -3.185
O -1.497 3.172 -1.105
H -2.163 4.759 -4.151
H -0.581 4.924 -3.324
H -2.104 5.390 -2.484
*
```


Record 3
This record from the OMol25 dataset describes a molecular structure, C45H55AsF3NP2Sn. The level of theory is ωB97M-V with the def2-TZVPD basis set.

The geometry in ORCA input format:
```
! wB97M-V def2-TZVPD RIJCOSX def2/J DEFGRID3
* xyz 2 1
Sn -0.534 -0.439 -0.685
C 0.464 -3.938 1.884
C -1.003 -3.836 1.460
C -1.904 -4.401 2.561
P -1.501 -2.069 1.147
C -3.326 -1.981 1.195
C -3.863 -2.856 0.053
C -3.814 -0.541 1.049
C -0.801 -1.125 2.503
C -1.396 -0.900 3.744
C -0.767 -0.109 4.694
C -1.304 0.016 6.097
C 0.387 0.580 4.306
C 0.978 0.379 3.069
C 0.446 -0.566 2.187
N 0.964 -0.954 0.938
C 2.330 -0.962 0.642
C 3.353 -0.841 1.589
C 4.682 -0.813 1.207
C 5.066 -0.891 -0.131
C 6.512 -0.807 -0.547
C 4.064 -1.122 -1.058
C 2.719 -1.202 -0.691
P 1.436 -1.665 -1.851
C 1.788 -1.039 -3.542
C 2.119 0.450 -3.441
C 2.807 -1.810 -4.385
C 1.353 -3.505 -1.751
C 0.305 -4.067 -2.716
C 2.717 -4.179 -1.900
H 0.767 -4.986 1.873
H 0.598 -3.557 2.898
H 1.137 -3.385 1.232
H -1.158 -4.379 0.525
H -1.850 -3.786 3.462
H -1.544 -5.398 2.821
H -2.944 -4.498 2.257
H -3.668 -2.368 2.157
H -3.481 -2.507 -0.911
H -4.950 -2.793 0.020
H -3.595 -3.906 0.172
H -3.491 -0.101 0.099
H -3.479 0.092 1.868
H -4.905 -0.533 1.045
H -2.352 -1.355 3.983
H -2.136 -0.665 6.267
H -1.639 1.036 6.302
H -0.524 -0.213 6.824
H 0.833 1.288 4.994
H 1.843 0.959 2.774
H 3.107 -0.802 2.641
H 5.444 -0.714 1.972
H 7.105 -0.278 0.197
H 6.618 -0.296 -1.503
H 6.937 -1.807 -0.656
H 4.350 -1.272 -2.092
H 0.816 -1.134 -4.038
H 3.116 0.617 -3.033
H 1.401 0.974 -2.805
H 2.074 0.901 -4.433
H 3.805 -1.814 -3.952
H 2.874 -1.331 -5.363
H 2.498 -2.841 -4.551
H 1.008 -3.673 -0.727
H 0.568 -3.876 -3.758
H -0.684 -3.643 -2.537
H 0.239 -5.148 -2.587
H 3.095 -4.126 -2.919
H 2.606 -5.234 -1.644
H 3.459 -3.752 -1.227
F -1.359 0.506 -3.303
C -1.826 -0.518 -2.541
F -3.139 -0.327 -2.383
F -1.651 -1.635 -3.263
C 3.038 4.996 -0.633
C 2.245 4.976 0.506
C 1.087 4.211 0.539
C 0.717 3.476 -0.583
C 1.524 3.481 -1.719
C 2.676 4.249 -1.746
As -0.894 2.417 -0.526
C -1.745 3.009 1.094
C -2.209 4.325 1.140
C -2.837 4.790 2.282
C -2.998 3.954 3.381
C -2.523 2.652 3.338
C -1.891 2.180 2.194
C -2.108 3.015 -1.892
C -3.459 3.115 -1.566
C -4.369 3.520 -2.531
C -3.942 3.779 -3.825
C -2.597 3.661 -4.152
C -1.678 3.273 -3.191
H 3.941 5.591 -0.652
H 2.529 5.554 1.374
H 0.479 4.203 1.433
H 1.260 2.891 -2.586
H 3.294 4.262 -2.635
H -2.082 4.982 0.288
H -3.216 5.803 2.310
H -3.497 4.320 4.268
H -2.655 1.997 4.188
H -1.519 1.168 2.159
H -3.800 2.895 -0.563
H -5.415 3.626 -2.272
H -4.657 4.068 -4.583
H -2.263 3.862 -5.161
H -0.638 3.170 -3.462
*
```

* energy above the lowest of the compared OMol25 structures with the same formula, charge and spin: 0.048 eV


no.,energy (a.u.)
1,-3651.48924
2,-3577.88370
3,-5234.40055